Density functional theory data (wB97M-V/def2-TZVPD) for C25H43Cl2DyF3N3O6Si as an isolated structure.

XYZ file:
```
84
Properties=species:S:1:pos:R:3:mulliken_spin:R:1
C 3.29873 2.81572 -2.69919 0.0244
C 2.02044 2.09150 -3.07710 0.0689
H 3.70432 3.37766 -3.55611 -0.0076
H 4.03064 2.08212 -2.34020 -0.0036
H 3.10653 3.55130 -1.90518 0.0023
C 1.66340 1.97459 -4.42754 0.5362
C 2.58566 2.10280 -5.57642 -0.0444
H 0.62259 1.81819 -4.68661 0.1179
H 3.45725 1.43186 -5.49365 0.0283
H 2.97808 3.11896 -5.73056 0.0434
H 1.99935 1.86552 -6.48145 0.0026
Dy -0.28444 -1.86597 1.48692 3.5520
Cl 1.20764 -3.52240 2.65779 -0.0053
C -2.81440 -0.03575 0.36702 -0.0022
O -2.08126 -1.06968 0.35444 0.1643
N -4.12614 -0.10255 0.20669 -0.0059
C -4.72053 -1.31467 -0.34969 0.0024
C -4.96388 1.08372 0.31976 -0.0005
H -2.38404 0.96457 0.52506 -0.0273
H -4.26069 -2.20135 0.10146 -0.0253
H -4.58081 -1.34223 -1.44377 -0.0022
H -5.78910 -1.28290 -0.13113 0.0004
H -4.46866 1.82632 0.96123 0.0002
H -5.92100 0.78935 0.75931 -0.0016
H -5.13712 1.52336 -0.67174 -0.0002
H -2.23278 -3.27718 6.98705 0.0029
H -1.32805 -1.45472 7.83067 0.0000
C -1.79416 -3.24270 5.98405 0.0046
C -0.65093 -1.30053 6.98560 0.0005
N -1.25740 -1.90021 5.80269 -0.0069
H -2.55207 -3.42353 5.22094 -0.0029
C -1.05862 -1.41302 4.57869 -0.0330
O -1.37181 -2.01977 3.51428 0.1477
H -0.50599 -0.23362 6.82241 0.0003
H -0.59539 -0.41473 4.53778 0.0205
H -0.99880 -3.99998 5.89219 -0.0026
H 0.32217 -1.75334 7.22495 -0.0004
H 2.60321 -1.78223 -2.16899 -0.0073
H 0.45827 -1.23853 -4.72239 0.0044
C 2.04328 -2.64783 -2.54288 0.0077
C 0.30043 -2.22686 -4.26522 0.0000
N 0.66646 -2.25750 -2.84651 0.0090
H 2.02087 -3.43429 -1.78254 -0.0006
C -0.27873 -2.33125 -1.89901 0.0315
O -0.11740 -2.78362 -0.73434 0.0728
H -0.75541 -2.50602 -4.37228 -0.0005
H -1.26929 -1.97334 -2.22710 -0.0076
H 2.49084 -2.99909 -3.47363 0.0024
H 0.93892 -2.93946 -4.80477 0.0011
O 1.79668 0.91023 -2.14385 0.1491
C 0.91196 1.97809 -1.98475 0.0590
C -1.04572 0.86475 -3.22016 -0.0468
C -0.51431 1.83869 -2.35696 -0.0230
H -0.34765 0.18351 -3.71188 0.0696
C -2.42808 0.73393 -3.39236 0.0038
H 1.12397 2.50502 -1.04833 0.0084
C -1.41299 2.79201 -1.83110 -0.0039
H -2.83982 -0.12693 -3.91863 -0.0010
C -3.30632 1.68469 -2.85757 0.0104
C -2.76913 2.74100 -2.11388 -0.0047
H -1.01592 3.55176 -1.15727 0.0007
H -4.38674 1.59170 -2.97220 -0.0005
H -3.42704 3.51063 -1.71042 0.0000
Si 3.40167 -0.22578 1.22714 0.0227
Cl 1.50930 -0.68820 0.08645 0.2339
C 4.15131 -1.90469 1.61388 -0.0058
C 2.86299 0.32006 2.94498 -0.0118
C 4.55546 0.90465 0.37042 -0.0051
H 3.75059 -2.74655 1.03087 -0.0001
H 3.99161 -2.14425 2.67327 -0.0041
H 5.23306 -1.81869 1.44408 0.0005
H 5.04729 0.43640 -0.48816 -0.0010
H 5.33445 1.13799 1.11748 0.0004
H 4.08699 1.84472 0.06393 -0.0008
H 2.04527 1.05997 3.00614 0.0041
H 3.78547 0.74367 3.38424 -0.0022
H 2.56079 -0.54486 3.55296 -0.0025
F -0.67970 2.41124 4.07298 -0.0014
C -1.33399 2.16450 2.89638 -0.0061
F -2.48223 1.47101 3.20731 -0.0022
F -1.70731 3.35302 2.35812 -0.0004
C -0.43109 1.33025 1.91844 -0.0127
O -0.12149 1.83727 0.83461 0.0086
O -0.11953 0.17246 2.39283 -0.0964
```

As for the gap between HOMO and LUMO (alpha / beta): 8.0 / 3.2 eV. As for the net charge: 0. Its expectation value of S² is 9.784. Its spin multiplicity is 6.

Density functional theory data (wB97M-V/def2-TZVPD) for C17H14ClNO4 in the gas phase.

XYZ file:
```
37
Properties=species:S:1:pos:R:3:nbo_charge:R:1
O -2.87666 -1.72226 0.88125 -0.5872
C -2.50645 -0.60600 0.59765 0.7005
N -1.18690 -0.20331 0.51462 -0.4681
C -1.05049 1.13235 0.13203 0.6772
O 0.00175 1.69482 -0.01620 -0.5331
C -2.43391 1.63719 -0.02688 -0.0609
C -2.90235 2.88412 -0.38323 -0.1862
C -4.28181 3.06084 -0.44721 -0.1875
C -5.15302 2.02075 -0.16327 -0.1926
C -4.67974 0.76195 0.19619 -0.1530
C -3.31327 0.58848 0.26032 -0.1519
H -5.35163 -0.05220 0.41840 0.2341
H -6.21776 2.18909 -0.22202 0.2222
H -4.67977 4.02565 -0.72341 0.2223
H -2.21836 3.68858 -0.60331 0.2361
C -0.03819 -1.04613 0.76996 -0.2722
H -0.05380 -1.38318 1.81208 0.2187
H 0.83288 -0.40822 0.60308 0.2557
C 0.00104 -2.28252 -0.14985 0.0752
O -0.67250 -3.37438 0.41268 -0.7350
H -1.57254 -3.08836 0.65340 0.5030
H -0.44144 -2.00336 -1.12212 0.1640
C 1.44226 -2.75710 -0.41114 -0.0708
H 1.92913 -2.99199 0.53769 0.1777
H 1.37823 -3.67880 -0.99635 0.2091
O 2.16978 -1.84501 -1.19789 -0.4978
C 2.96579 -0.88825 -0.64159 0.2918
C 3.43868 0.07447 -1.53712 -0.1940
C 4.27510 1.08526 -1.11623 -0.2187
C 4.65409 1.14570 0.21644 -0.0725
C 4.20005 0.19949 1.11638 -0.1948
C 3.35860 -0.81470 0.69165 -0.3054
H 3.02204 -1.53689 1.41883 0.2203
H 4.49950 0.25028 2.15146 0.2262
Cl 5.70141 2.41084 0.75610 -0.0013
H 4.63013 1.82627 -1.81458 0.2282
H 3.13016 0.00653 -2.56781 0.2209
```

As for the gap between HOMO and LUMO: 7.7 eV. As for the net charge: 0. As for the structure (SMILES): O=C1c2ccccc2C(=O)N1C[C@H](O)COc1ccc(Cl)cc1. Its spin multiplicity is 1.

Density functional theory data (wB97M-V/def2-TZVPD) for C33H40BCeN8O2 as an isolated structure.

XYZ file:
```
85
Properties=species:S:1:pos:R:3:mulliken_spin:R:1
Ce 0.21234 -0.02835 0.12407 0.9770
C 1.15624 2.00500 -2.70170 0.0032
N 1.88511 0.94170 -2.00488 -0.0041
C 3.14468 1.41241 -1.39844 0.0076
C 3.15635 2.79304 -0.75284 0.0008
C 2.09069 3.13360 0.28446 0.0016
N 1.65346 2.01130 1.10567 -0.0024
C 1.87533 2.08386 2.36186 0.0007
C 1.37500 1.15605 3.37198 0.0014
C 2.12180 1.00411 4.54616 0.0004
C 1.73822 0.11123 5.52371 -0.0004
C 0.56392 -0.62198 5.33419 0.0003
C -0.22043 -0.45404 4.21117 -0.0013
C 0.16158 0.45120 3.20823 0.0002
O -0.58950 0.63561 2.13751 0.0007
C 2.19935 -0.08985 -3.01975 -0.0044
C 2.89490 -1.34936 -2.52325 0.0081
C 1.99303 -2.41136 -1.85923 0.0023
N 0.64116 -1.90470 -1.65779 -0.0023
C -0.31783 -2.57867 -2.15414 0.0034
C -1.73077 -2.20165 -2.21279 -0.0010
C -2.62541 -3.19378 -2.62601 0.0001
C -3.97262 -2.93602 -2.78359 -0.0002
C -4.43159 -1.63992 -2.55522 0.0002
C -3.56828 -0.63483 -2.16489 -0.0001
C -2.20443 -0.89516 -1.96195 0.0035
O -1.41360 0.06446 -1.51460 0.0004
H 1.75781 2.45139 -3.50665 0.0002
H 0.85046 2.79425 -2.02044 -0.0012
H 0.25074 1.57528 -3.12938 0.0006
H 3.93519 1.41901 -2.16510 0.0004
H 3.45720 0.67089 -0.65967 -0.0046
H 3.12638 3.56598 -1.52496 0.0000
H 4.14504 2.88137 -0.29272 -0.0001
H 1.19769 3.52120 -0.20515 -0.0011
H 2.45474 3.95006 0.91951 -0.0001
H 2.49510 2.90688 2.74124 -0.0002
H 3.02815 1.58949 4.66406 0.0000
H 2.33372 -0.01944 6.41659 0.0000
H 0.25276 -1.33646 6.08752 0.0000
H -1.13699 -1.01330 4.07345 0.0001
H 2.84123 0.38506 -3.77850 -0.0002
H 1.26354 -0.35067 -3.51492 -0.0010
H 3.72418 -1.08975 -1.86334 -0.0002
H 3.36393 -1.80215 -3.39966 0.0001
H 2.39872 -2.69743 -0.89202 -0.0011
H 1.96132 -3.31574 -2.47540 0.0003
H -0.09667 -3.54767 -2.61734 -0.0001
H -2.24005 -4.18986 -2.81573 0.0000
H -4.65360 -3.71798 -3.08907 0.0000
H -5.48307 -1.41131 -2.68443 0.0000
H -3.92328 0.37235 -1.98387 -0.0001
B 0.74123 -3.78974 1.25779 0.0006
N -0.70265 -3.23589 1.41525 0.0008
C -1.78871 -3.92249 1.78702 0.0001
C -2.90173 -3.10862 1.65138 -0.0003
C -2.37979 -1.90770 1.18084 0.0012
N -1.05640 -1.99408 1.03000 0.0022
N 1.80775 -2.76485 1.77044 0.0044
C 2.83403 -3.07772 2.56889 0.0004
C 3.74723 -2.03955 2.57206 -0.0003
C 3.18036 -1.10283 1.71382 0.0024
N 2.01237 -1.53378 1.23188 -0.0026
H 0.95894 -4.04759 0.09781 0.0004
H 0.83147 -4.77283 1.95670 0.0000
H -1.68456 -4.93741 2.13355 0.0000
H -3.92796 -3.34830 1.86757 0.0000
H -2.89357 -0.98581 0.95260 -0.0004
H 2.83377 -4.02986 3.07270 0.0000
H 4.66499 -1.97012 3.12880 0.0001
H 3.54026 -0.11993 1.44862 -0.0002
N -1.41847 2.47525 0.05270 0.0038
C -1.34066 3.81910 -0.31627 -0.0001
C -1.01523 4.79072 0.63038 -0.0001
C -0.85020 6.11239 0.24685 0.0000
C -1.00641 6.49171 -1.07994 0.0000
C -1.34043 5.52493 -2.01906 0.0000
C -1.50924 4.19991 -1.64767 -0.0003
H -1.57630 2.29091 1.03574 0.0009
H -1.97368 1.88549 -0.55698 -0.0011
H -0.88822 4.50235 1.66814 0.0000
H -0.59880 6.85271 0.99639 0.0000
H -0.87867 7.52420 -1.37512 0.0000
H -1.47847 5.80214 -3.05691 0.0000
H -1.76881 3.45068 -2.38714 0.0000
```

As for the gap between HOMO and LUMO (alpha / beta): 8.2 / 8.2 eV. As for the net charge: 0. Its expectation value of S² is 0.751. Its spin multiplicity is 2.

Density functional theory data (wB97M-V/def2-TZVPD) for C18H21N3O in the gas phase.

XYZ file:
```
43
Properties=species:S:1:pos:R:3:nbo_charge:R:1
C 4.49532 -2.31541 -3.54172 -0.2502
O 3.68730 -1.16347 -3.43132 -0.5033
C 2.79953 -0.95713 -2.40492 0.3364
C 2.06629 0.26237 -2.43583 -0.2600
C 1.17628 0.52323 -1.43616 -0.1981
C 1.07321 -0.36432 -0.39009 -0.1406
C 0.44417 0.36187 0.83822 0.0733
C 0.83544 -0.38231 2.12790 -0.6299
C 0.14395 -0.23969 3.39746 0.2421
N -0.12292 -0.14693 4.56421 -0.4078
C 2.22478 -0.64806 2.31590 0.3086
N 3.40948 -0.68827 2.35272 -0.4165
C 1.60915 -1.63213 -0.40775 -0.1053
C 2.56130 -1.93689 -1.36213 -0.3092
H 4.99951 -2.16052 -4.49713 0.2032
H 5.23128 -2.35095 -2.72855 0.1839
H 3.90476 -3.24217 -3.56479 0.1784
H 2.31342 0.99007 -3.21386 0.2275
H 0.70143 1.49940 -1.43455 0.2044
H 0.65216 1.43671 0.75259 0.1646
H 1.38992 -2.36759 0.39996 0.2399
H 3.18412 -2.82916 -1.29264 0.2309
C -3.00520 -0.54930 0.84815 -0.4330
C -1.49266 -0.55578 0.90901 -0.2657
N -0.99483 0.75606 0.74797 -0.2333
C -1.49312 1.71676 1.86118 -0.2192
C -3.03744 1.72727 1.87145 -0.4289
C -3.56121 0.88281 0.71961 -0.2081
C -2.99633 1.51778 -0.53801 -0.4273
C -1.44693 1.39483 -0.56279 -0.2124
H -3.29974 -1.18733 0.00167 0.2184
H -3.36186 -1.03818 1.76451 0.2285
H -1.08935 -0.94707 1.86050 0.2833
H -1.01708 -1.17347 0.12131 0.2375
H -1.08567 1.33312 2.78709 0.2688
H -1.03583 2.71479 1.69457 0.2198
H -3.33722 1.34274 2.85053 0.2327
H -3.33164 2.78338 1.84840 0.2230
H -4.63538 0.88230 0.70351 0.2347
H -3.35323 1.04153 -1.45740 0.2263
H -3.22231 2.58708 -0.62856 0.2201
H -0.94122 2.38310 -0.66260 0.2193
H -1.04164 0.73891 -1.34762 0.2433
```

As for the gap between HOMO and LUMO: 7.2 eV. As for the net charge: 0. Its spin multiplicity is 1.

Looking at largest force on an atom for the records above, in order, we have 3.722 0.709 0.952 4.080 eV/Å.